## P
Density functional theory data (the ωB97M-V functional and the def2-TZVPD basis) for a 2-piece molecular cluster, C3H4NP overall.

Summary:
E_LUMO (spin up / spin down) (eV): -2.670 / -3.143
Orbital gap (spin up / spin down) (eV): 7.6 / 6.3
HOMO (spin up / spin down) (eV): -10.2 / -9.4

Structure (ORCA input):
```
! wB97M-V def2-TZVPD RIJCOSX def2/J DEFGRID3
* xyz 0 1
C -3.88446 -0.14639 0.01285
C -0.23552 -0.35672 -0.97584
C 0.28107 -0.23783 0.39825
N -4.58976 0.76911 -0.07821
P -1.05852 -1.45198 0.29835
H -0.92984 0.39215 -1.21767
H 0.10620 -0.94550 -1.80868
H 1.20799 -0.72208 0.74676
H -0.00767 0.49431 1.11378
*
```


## Q
Density functional theory data (the ωB97M-V functional and the def2-TZVPD basis) for one molecule with the formula C3H4NP.

Summary:
E_LUMO (eV): -0.482
Orbital gap (eV): 7.4
HOMO (eV): -7.9

Structure (ORCA input):
```
! wB97M-V def2-TZVPD RIJCOSX def2/J DEFGRID3
* xyz 0 1
C -1.80268 -0.34701 -0.48792
C -1.05091 0.63108 0.06907
N 0.27210 0.54083 0.42169
C 1.46730 0.02202 0.53802
P 3.04847 0.01299 0.52438
H -2.78965 -0.28934 -0.37324
H -1.24451 -1.18645 -0.74264
H -1.53074 1.45803 0.56283
H 3.63062 -0.84214 -0.51221
*
```


## R
Density functional theory data (the ωB97M-V functional and the def2-TZVPD basis) for one molecule with the formula C3H4NP.

Summary:
E_LUMO (eV): 0.757
Orbital gap (eV): 10.4
HOMO (eV): -9.6

Structure (ORCA input):
```
! wB97M-V def2-TZVPD RIJCOSX def2/J DEFGRID3
* xyz 0 1
C -1.05135 0.41296 -0.32114
N -0.93250 -0.96656 -0.10339
C 0.28074 -1.31589 0.02087
P 1.53848 0.02370 -0.13583
C 0.07563 1.13098 -0.20835
H -2.01001 0.98251 -0.22045
H 0.58581 -2.32369 0.09289
H 1.38077 -0.16581 1.17836
H 0.13243 2.22180 -0.30296
*
```


The structure with the least stability is P.


## P
Density functional theory data (the ωB97M-V functional and the def2-TZVPD basis) for C4H17N2O2 as an isolated structure.

Summary:
E_LUMO (eV): -9.208
Orbital gap (eV): 4.6
HOMO (eV): -13.8

Structure (ORCA input):
```
! wB97M-V def2-TZVPD RIJCOSX def2/J DEFGRID3
* xyz 1 1
C -0.58686 1.64442 2.62225
C 0.14122 1.53518 1.28041
C -0.63714 2.29033 0.14983
C -0.49311 1.62997 -1.23112
N -1.63620 0.69848 -1.45770
N 0.68578 0.23204 0.93310
H -1.47012 2.31091 2.52760
H -1.00226 0.64551 2.85193
H -0.07167 2.07580 3.46448
H 0.99163 2.24733 1.36163
H -0.32820 3.32666 0.01269
H -1.72596 2.28940 0.46274
H -0.47364 2.32146 -2.07251
H 0.44353 1.09228 -1.15449
H -1.77596 0.06337 -0.65028
H -1.39785 0.20907 -2.31902
H 1.30791 -0.28318 1.54952
H -0.44799 0.32458 0.92837
H -2.05005 0.21807 1.18231
H 0.60523 -1.01389 -0.29594
H 1.21519 -2.40285 -0.79239
O 0.72862 -1.60634 -1.05002
H 0.86981 -5.14161 -1.56784
H 2.35759 -5.31940 -1.41504
O 1.61931 -4.82187 -1.05830
*
```


## Q
Density functional theory data (the ωB97M-V functional and the def2-TZVPD basis) for a 3-piece molecular cluster, C4H17N2O2 overall.

Summary:
E_LUMO (eV): -2.731
Orbital gap (eV): 11.0
HOMO (eV): -13.7

Structure (ORCA input):
```
! wB97M-V def2-TZVPD RIJCOSX def2/J DEFGRID3
* xyz 1 1
C 0.49216 0.06307 1.91564
N 1.48503 0.99429 2.42785
C 0.57535 0.01860 0.39820
N 0.51712 1.41043 -0.10966
C -0.84386 1.92759 -0.47534
C -1.42482 1.20344 -1.70276
H 0.62409 -0.97352 2.24574
H -0.52923 0.29742 2.21926
H 2.40856 0.58348 2.35534
H 1.32085 1.21755 3.40070
H 1.41446 -0.55636 0.00951
H -0.24405 -0.57870 0.02322
H 1.03069 2.01128 0.54897
H 1.02801 1.49891 -0.98978
H -0.78815 2.99886 -0.59064
H -1.53141 1.78266 0.35659
H -2.21467 0.52574 -1.40903
H -1.89782 2.01794 -2.24896
H -0.72195 0.69558 -2.34562
H -0.12614 -3.04656 0.99840
H 0.15469 -3.49004 -0.38884
O 0.55092 -2.96132 0.31198
H -1.64310 -2.46774 -2.72985
H -0.77348 -1.21372 -2.98645
O -1.16618 -1.75902 -2.29062
*
```


The structure with the least stability is P.